No. 1
The following is a quantum chemistry calculation of 2 unconnected molecules or ions with the total composition CH5BS at a distorted geometry, from OMol25.

Its total energy is -463.9619 Ha. As for the HOMO-LUMO gap (alpha / beta): 0.3728 / 0.2608 Eh. The spin multiplicity is 1. The HOMO energy (alpha / beta) comes out at -10.20 / -7.49 eV.

The geometry in XYZ format:
```
8
CH5BS | OMol25 | the ωB97M-V functional and the def2-TZVPD basis
B 0.0957 -0.4676 -0.3812
C -1.0841 0.2230 0.2492
S 0.3399 -2.2370 -0.7357
H 1.5792 1.2951 -2.1993
H -0.8410 1.2633 0.2215
H -1.4818 0.0144 1.2959
H -2.0011 0.1209 -0.4950
H 1.5142 -2.6186 -1.3279
```

No. 2
The following is a quantum chemistry calculation of 2 unconnected molecules or ions with the total composition CH5BrN at a distorted geometry, from OMol25.

Its total energy is -2669.5596 Ha. The charge is +1. As for the HOMO-LUMO gap: 0.3881 Eh. The spin multiplicity is 1. The HOMO energy comes out at -15.66 eV.

The geometry in XYZ format:
```
8
CH5BrN | OMol25 | the ωB97M-V functional and the def2-TZVPD basis
C 0.3368 -0.6547 0.0232
N 0.9293 0.4346 0.0102
Br -2.2104 -0.0091 0.4542
H -0.2549 -1.0776 -0.7252
H 0.5256 -1.2092 0.9352
H -1.8445 0.8193 -0.6049
H 1.6064 0.6635 0.7728
H 0.9116 1.0331 -0.8655
```

No. 3
The following is a quantum chemistry calculation of 2 unconnected molecules or ions with the total composition CH5BrN at a distorted geometry, from OMol25.

Its total energy is -2669.5175 Ha. The charge is +1. As for the HOMO-LUMO gap: 0.2797 Eh. The spin multiplicity is 1. The HOMO energy comes out at -14.87 eV.

The geometry in XYZ format:
```
8
CH5BrN | OMol25 | the ωB97M-V functional and the def2-TZVPD basis
C 0.6959 0.8317 0.1034
N 0.6425 -0.5534 0.0446
Br -2.7039 -0.2054 -0.0822
H 0.4051 1.4243 0.9171
H 1.0931 1.4781 -0.6766
H -1.2460 -0.5755 -0.4185
H 0.7068 -1.2403 -0.7196
H 0.4065 -1.1595 0.8317
```

No. 4
The following is a quantum chemistry calculation of a molecular structure, CH5BrP2 at a distorted geometry, from OMol25.

Its total energy is -3297.7257 Ha. As for the HOMO-LUMO gap: 0.3321 Eh. The spin multiplicity is 1. The HOMO energy comes out at -9.14 eV.

The geometry in XYZ format:
```
9
CH5BrP2 | OMol25 | the ωB97M-V functional and the def2-TZVPD basis
C -1.2327 0.6277 0.4098
P 1.4929 -1.1038 -0.0501
P 0.8898 0.8721 -0.4655
Br -2.6897 0.2762 -0.6726
H -1.1269 -0.0243 1.2381
H -1.2018 1.6549 0.5572
H 0.4498 -1.8436 -0.6471
H 2.2659 -1.5029 -1.2451
H 1.1528 1.0436 0.8752
```

Quick rundown of ΔE to the lowest compared entry with this formula, charge and spin, same order as above: 453.36; 49.55; 159.87; 204.91 kJ/mol